# 1
Formula: C19H28IO2Pt
Source: the OMol25 dataset
Level of theory: ωB97M-V with the def2-TZVPD basis set

```
51
Properties=species:S:1:pos:R:3:forces:R:3:lowdin_spin:R:1
O -0.103 0.099 0.878 -0.2 0.3 -3.2 -0.006
C 0.890 -0.448 -0.041 -0.3 0.1 0.1 -0.002
C 0.397 0.459 -1.160 -0.1 0.0 -0.2 0.000
H 0.734 -1.514 -0.176 0.0 -0.1 -0.1 0.000
H 1.898 -0.282 0.326 0.1 0.0 0.1 -0.001
C -0.748 0.870 -0.221 0.6 -0.5 0.3 -0.002
H 0.090 -0.037 -2.076 0.0 -0.1 -0.1 0.000
H 1.073 1.275 -1.399 0.1 0.1 0.0 0.000
C -2.075 0.249 -0.582 -0.1 0.0 -0.1 0.000
H -2.001 -0.836 -0.601 0.1 -0.1 0.0 0.000
H -2.381 0.586 -1.573 -0.1 0.1 -0.1 0.000
H -2.855 0.526 0.122 -0.1 0.0 0.2 0.000
C -0.855 2.334 0.108 0.0 0.1 0.0 -0.001
H 0.123 2.785 0.247 0.1 0.0 0.1 0.000
H -1.431 2.486 1.018 0.0 0.0 0.1 -0.001
H -1.359 2.856 -0.704 -0.1 0.1 -0.1 0.000
Pt -0.023 0.049 3.104 0.2 -2.8 1.0 1.099
C 0.850 1.597 4.651 0.8 1.6 0.8 0.000
C 1.778 0.543 4.535 0.2 0.2 0.3 0.092
C 2.327 0.602 3.235 0.9 0.6 -0.2 0.072
H 2.025 -0.183 5.290 0.0 -0.1 0.1 0.005
C 1.727 1.670 2.555 0.9 0.2 -0.6 0.052
C 0.791 2.279 3.414 0.2 0.9 1.0 0.080
H 0.163 3.122 3.181 -0.1 0.1 0.0 0.004
H 0.281 1.836 5.531 -0.1 0.0 0.1 -0.002
H 3.032 -0.097 2.824 0.0 -0.1 -0.1 0.003
H 1.911 1.941 1.531 0.0 0.0 -0.1 0.002
C -1.490 -0.409 4.957 -1.2 0.5 0.9 0.082
C -1.947 0.766 4.315 -0.9 0.1 1.3 0.055
C -2.351 0.427 3.014 -0.7 -0.2 -0.4 0.070
H -1.975 1.754 4.741 0.0 0.1 0.0 0.002
C -2.144 -0.965 2.851 -0.9 0.2 -0.5 0.089
C -1.631 -1.475 4.057 0.0 -0.3 0.3 0.119
H -1.313 -2.487 4.223 0.0 0.0 0.0 0.005
H -1.083 -0.473 5.952 0.1 0.0 0.1 0.003
H -2.769 1.106 2.292 -0.1 0.0 -0.1 0.004
H -2.296 -1.534 1.951 0.0 -0.1 -0.1 0.004
O 0.686 -1.620 -4.311 0.0 0.0 -0.3 0.000
C 0.233 -0.510 -5.095 0.0 0.0 0.2 0.000
C 0.391 -0.920 -6.550 0.0 0.0 -0.1 0.000
H 0.845 0.370 -4.867 0.0 0.0 0.0 0.000
H -0.798 -0.285 -4.820 0.0 0.0 0.0 0.000
C 1.600 -1.845 -6.481 0.1 0.0 0.0 0.000
H 0.533 -0.069 -7.214 0.0 0.0 0.0 0.000
H -0.488 -1.470 -6.889 0.0 0.0 0.0 0.000
C 1.370 -2.553 -5.155 0.0 0.0 0.2 0.000
H 2.521 -1.262 -6.448 0.0 0.0 0.0 0.000
H 1.667 -2.534 -7.320 0.0 0.0 0.0 0.000
H 2.295 -2.858 -4.664 0.0 0.0 0.0 0.000
H 0.748 -3.445 -5.290 0.0 0.0 0.0 0.000
I 1.139 -2.474 2.732 0.7 -1.2 -0.5 0.173
```
Positions in Å, forces in eV/Å.

Summary:
2S+1 = 3
LUMO (spin up / spin down) = 0.08765 / 0.08765 Ha
⟨S²⟩ = 2.011
Energy = -1308.0947 Ha
Highest occupied orbital energy (spin up / spin down) = -0.0878 / -0.0755 Eh
M = 610.413 g mol⁻¹
ΔE to the lowest compared entry with this formula, charge and spin = 0.0000 eV
Net charge = -1

# 2
Formula: C19H28IrN8OS
Source: the OMol25 dataset
Level of theory: ωB97M-V with the def2-TZVPD basis set

```
58
Properties=species:S:1:pos:R:3:forces:R:3:lowdin_charge:R:1
Ir -0.448 -0.509 -0.603 -0.3 0.0 0.1 1.340
C -0.925 -3.056 0.844 0.0 0.1 0.0 -0.107
C -2.259 -2.322 0.648 0.0 0.0 0.0 -0.125
N -2.211 -1.531 -0.620 -0.1 0.0 0.0 -0.148
C -2.351 -2.396 -1.842 0.0 0.1 0.0 -0.111
C -1.531 -1.818 -2.980 0.0 0.1 0.0 -0.118
N -0.204 -1.329 -2.481 0.0 -0.1 0.0 -0.171
C 0.871 -2.362 -2.352 0.0 -0.1 -0.1 -0.127
C 0.633 -3.232 -1.134 0.0 0.0 0.0 -0.115
N 0.175 -2.402 0.043 0.2 0.1 0.0 -0.141
H -0.982 -4.108 0.570 0.0 0.0 0.0 0.135
H -0.650 -3.015 1.896 0.0 0.0 0.0 0.138
H -2.427 -1.613 1.454 0.0 0.0 0.0 0.122
H -3.102 -3.014 0.613 0.0 0.0 0.0 0.149
H -2.988 -0.870 -0.594 0.0 0.0 0.0 0.145
H -3.402 -2.453 -2.126 0.0 0.0 0.0 0.155
H -2.040 -3.402 -1.575 0.0 0.0 0.0 0.120
H -2.044 -0.952 -3.398 0.0 0.0 0.0 0.126
H -1.398 -2.546 -3.781 0.0 0.0 0.0 0.150
H 0.130 -0.655 -3.166 0.1 0.0 0.0 0.127
H 1.809 -1.815 -2.258 0.0 0.0 0.0 0.109
H 0.923 -2.975 -3.254 0.0 0.0 0.0 0.150
H 1.551 -3.756 -0.872 0.0 0.0 0.0 0.150
H -0.114 -3.997 -1.331 0.0 0.0 0.0 0.120
H 0.979 -2.308 0.657 0.0 -0.1 0.0 0.099
O -0.689 0.226 1.354 0.2 -0.2 -0.3 -0.612
S 0.655 0.097 2.151 0.0 -0.1 0.1 1.125
C 0.868 1.592 3.019 0.0 0.0 -0.1 -0.406
C 0.408 2.804 2.506 0.1 0.0 0.1 -0.059
C 0.629 3.945 3.253 0.0 0.0 -0.1 -0.028
C 1.304 3.865 4.470 0.0 0.0 0.0 -0.007
C 1.754 2.647 4.963 0.0 0.0 0.0 -0.023
C 1.525 1.486 4.242 0.0 0.0 0.0 -0.058
C 1.819 0.141 0.772 0.0 0.1 0.1 -0.396
C 1.508 0.913 -0.361 -0.1 -0.1 0.0 -0.191
C 2.395 0.878 -1.455 0.1 0.0 0.1 -0.033
C 3.538 0.100 -1.403 0.0 0.1 -0.1 -0.027
C 3.836 -0.633 -0.254 0.0 0.0 0.0 0.007
C 2.973 -0.629 0.835 -0.1 0.0 0.1 -0.054
H -0.138 2.840 1.572 0.0 0.0 0.0 0.097
H 0.276 4.903 2.895 0.0 0.0 0.0 0.126
H 1.467 4.765 5.048 0.0 0.0 0.0 0.131
H 2.264 2.598 5.915 0.0 0.0 0.0 0.131
H 1.839 0.524 4.630 0.0 0.0 0.0 0.121
H 0.775 1.705 -0.281 0.1 0.1 0.0 0.094
H 2.221 1.526 -2.306 0.0 0.0 0.0 0.132
H 4.232 0.100 -2.234 0.0 0.0 0.0 0.136
H 4.756 -1.202 -0.204 0.0 0.0 0.0 0.140
H 3.218 -1.190 1.731 0.0 0.0 0.0 0.135
N -3.294 3.936 -0.676 0.2 0.2 0.1 0.192
N -2.559 2.924 -1.187 0.0 -0.2 -0.1 -0.245
N -2.155 2.930 -2.436 0.0 0.0 0.0 0.188
C -1.405 1.843 -2.484 0.0 0.1 0.0 -0.148
N -1.377 1.226 -1.297 0.1 0.0 0.1 -0.160
N -2.131 1.944 -0.459 -0.1 0.0 0.0 0.117
H -3.759 4.454 -1.411 -0.1 0.0 0.0 0.139
H -3.853 3.644 0.114 -0.1 0.0 0.0 0.133
H -0.893 1.536 -3.380 0.0 0.0 0.0 0.129
```
Positions in Å, forces in eV/Å.

Summary:
LUMO = -0.36398 Ha
Energy = -1755.6160 Ha
Highest occupied orbital energy = -0.6404 Eh
M = 608.772 g mol⁻¹
ΔE to the lowest compared entry with this formula, charge and spin = 0.0000 eV
Net charge = +3

# 3
Formula: C19H28N2O3
Source: the OMol25 dataset
Level of theory: ωB97M-V with the def2-TZVPD basis set

```
52
Properties=species:S:1:pos:R:3:forces:R:3:lowdin_charge:R:1
C -1.632 -2.744 0.170 0.4 -0.1 0.2 -0.052
C -0.468 -3.494 0.800 -0.4 -0.3 -0.3 -0.208
H -0.733 -3.878 1.787 0.1 0.0 -0.1 0.122
H -0.150 -4.316 0.151 0.0 0.1 0.2 0.120
O 0.645 -2.626 1.024 0.0 0.2 0.3 -0.003
C 1.466 -2.409 -0.011 0.4 0.1 0.1 -0.471
O 1.357 -2.946 -1.080 -0.1 -0.1 -0.2 0.127
C 2.522 -1.386 0.355 -0.2 0.0 -0.3 -0.197
C 1.834 -0.016 0.463 0.0 -0.3 0.2 -0.142
N 2.813 0.986 0.827 0.0 -0.1 -0.1 -0.159
C 2.268 2.224 1.319 -0.1 0.3 0.0 -0.189
C 1.566 3.156 0.298 0.3 -0.3 0.1 -0.080
C 0.409 2.502 -0.438 0.3 0.4 0.2 -0.491
O 0.408 2.346 -1.640 0.0 -0.1 -0.2 0.070
N -0.605 2.135 0.396 -0.1 0.1 0.4 0.132
C -1.753 1.384 0.116 -0.2 -0.2 -0.2 -0.208
C -2.044 0.898 -1.151 0.1 0.0 -0.1 0.022
C -3.189 0.140 -1.361 -0.1 0.0 0.2 -0.274
C -4.038 -0.121 -0.297 0.1 0.1 0.0 -0.031
C -3.760 0.356 0.979 0.1 0.0 0.0 -0.288
C -2.613 1.105 1.177 0.0 0.0 0.0 0.000
H -2.380 1.479 2.166 0.0 0.0 0.1 0.113
C -4.694 0.057 2.113 0.0 0.0 0.0 -0.048
H -4.282 0.396 3.060 0.0 0.0 0.1 0.073
H -5.649 0.557 1.954 -0.1 0.0 0.1 0.083
H -4.885 -1.012 2.177 0.0 -0.1 0.1 0.080
H -4.930 -0.710 -0.457 -0.1 -0.1 0.0 0.120
C -3.502 -0.370 -2.734 0.0 0.1 0.0 -0.044
H -2.589 -0.587 -3.282 0.0 0.0 -0.1 0.080
H -4.111 -1.270 -2.685 0.0 -0.1 0.0 0.076
H -4.057 0.384 -3.293 0.0 0.0 -0.1 0.085
H -1.379 1.113 -1.970 0.0 0.0 0.0 0.107
H -0.498 2.378 1.371 0.1 0.0 -0.2 0.137
H 1.201 4.034 0.835 0.0 0.1 0.0 0.120
H 2.287 3.486 -0.451 -0.1 0.0 0.0 0.115
H 1.575 1.972 2.128 0.1 0.1 0.0 0.114
H 3.096 2.789 1.760 -0.1 0.0 0.1 0.120
C 3.816 1.127 -0.213 0.3 -0.1 0.1 -0.191
C 4.586 -0.185 -0.343 -0.1 0.1 -0.2 -0.170
C 3.631 -1.321 -0.691 0.0 0.0 0.2 -0.152
H 4.163 -2.273 -0.732 0.0 0.0 -0.1 0.122
H 3.182 -1.147 -1.670 0.0 0.0 0.0 0.125
H 5.079 -0.400 0.607 0.1 0.0 0.0 0.115
H 5.351 -0.085 -1.114 0.1 0.0 0.0 0.111
H 4.497 1.932 0.074 0.0 0.0 -0.1 0.124
H 3.362 1.379 -1.185 0.0 0.1 0.0 0.129
H 1.065 -0.063 1.238 0.0 0.0 -0.1 0.131
H 1.349 0.202 -0.502 0.0 -0.1 0.0 0.135
H 2.933 -1.639 1.336 -0.1 0.0 0.0 0.160
H -2.482 -3.411 0.059 -0.1 -0.1 0.0 0.082
H -1.348 -2.371 -0.811 0.0 0.0 -0.1 0.077
H -1.922 -1.899 0.790 -0.1 0.1 0.1 0.068
```
Positions in Å, forces in eV/Å.

Summary:
LUMO = 0.02240 Ha
Energy = -1076.0820 Ha
Highest occupied orbital energy = -0.3105 Eh
M = 332.444 g mol⁻¹
ΔE to the lowest compared entry with this formula, charge and spin = 0.6193 eV